Version a
2 unconnected molecules or ions with the total composition CH3BrN2. Source: the OMol25 dataset; level of theory: ωB97M-V/def2-TZVPD.

Structure (XYZ):
```
7
CH3BrN2 | the OMol25 dataset | ωB97M-V/def2-TZVPD
Br -5.0488 0.0274 -0.1438
N -0.0870 -1.2522 1.1010
N -0.7010 -0.7294 0.3093
C -1.2631 -0.1061 -0.6221
H -2.3133 -0.2334 -0.8030
H -4.4773 -1.3287 -0.3849
H -0.8233 0.4929 -1.4292
```

## Properties
net charge = 0
2S+1 = 1


Version b
CH3BrN2 in the gas phase. Source: the OMol25 dataset; level of theory: ωB97M-V/def2-TZVPD.

Structure (XYZ):
```
7
CH3BrN2 | the OMol25 dataset | ωB97M-V/def2-TZVPD
Br -3.1550 0.1613 -0.0087
N -1.1801 -0.3759 0.4167
N -0.3771 0.4317 0.0145
C 0.9622 -0.0046 -0.0706
H 0.9626 -0.7842 -0.8912
H 1.6105 0.9620 -0.3440
H 1.1768 -0.3904 0.8834
```

## Properties
net charge = 0
SMILES = C/N=N/Br
2S+1 = 1


Relative calculated energies, zero for the most stable structure, unit kJ/mol: version a 0.0; version b 17.6.


Version a
2 unconnected molecules or ions with the total composition C2H5N3O2. Source: the OMol25 dataset; level of theory: ωB97M-V/def2-TZVPD.

Structure (XYZ):
```
12
C2H5N3O2 | the OMol25 dataset | ωB97M-V/def2-TZVPD
O -1.1020 -2.1275 0.5985
O -4.1560 0.8498 1.4185
N 0.0966 -0.7540 -0.7390
N -3.0728 0.1848 -0.4470
N -3.6014 0.5459 0.4472
C -0.2198 0.5737 -0.1966
C -0.3646 -1.9100 -0.3456
H -0.9832 0.9361 -0.8923
H -0.0813 -2.8119 -1.0554
H 0.7923 -0.7257 -1.4126
H -0.7053 0.3019 0.7091
H 0.7547 1.1935 -0.2020
```

## Properties
net charge = 0
2S+1 = 3


Version b
C2H5N3O2 in the gas phase. Source: the OMol25 dataset; level of theory: ωB97M-V/def2-TZVPD.

Structure (XYZ):
```
12
C2H5N3O2 | the OMol25 dataset | ωB97M-V/def2-TZVPD
O -1.7127 -0.4744 -0.3066
O -0.8007 1.3065 0.6013
N 0.2816 -1.9589 0.1703
N -1.7664 0.9037 -0.3339
N 1.4060 0.8441 -0.1496
C 0.2749 0.4788 0.6066
C -0.2391 -0.8733 0.2397
H 0.7752 0.6090 1.5269
H 2.1739 0.4539 0.3281
H -1.4951 1.1467 -1.3347
H 1.2073 0.3404 -1.0369
H -0.1049 -2.7766 -0.3113
```

## Properties
net charge = 0
2S+1 = 3


Relative calculated energies, zero for the most stable structure, unit kJ/mol: version a 0.0; version b 168.0.


Version a
2 unconnected molecules or ions with the total composition C5H14. Source: the OMol25 dataset; level of theory: ωB97M-V/def2-TZVPD.

Structure (XYZ):
```
19
C5H14 | the OMol25 dataset | ωB97M-V/def2-TZVPD
C -0.7408 -1.4311 1.5745
C 0.7805 -1.4724 1.8244
C 0.9283 1.8920 -1.6212
C -1.1546 -0.1100 0.8991
C 0.1158 0.9517 -2.5302
H 1.2862 -0.7104 1.2270
H -2.2287 0.0252 1.0461
H 0.2546 2.5680 -1.0818
H -0.9335 0.9328 -2.2353
H -1.2587 -1.5735 2.5222
H 1.5853 2.4998 -2.2425
H 1.1136 -1.3133 2.8556
H -0.5594 0.6876 1.3287
H 1.2324 -2.4073 1.5273
H -1.0568 -0.1648 -0.1783
H 0.1263 1.3491 -3.5317
H 1.4692 1.3908 -0.8157
H 0.4984 -0.0668 -2.6050
H -0.9652 -2.2682 0.9146
```

## Properties
net charge = -1
2S+1 = 2


Version b
2 unconnected molecules or ions with the total composition C5H14. Source: the OMol25 dataset; level of theory: ωB97M-V/def2-TZVPD.

Structure (XYZ):
```
19
C5H14 | the OMol25 dataset | ωB97M-V/def2-TZVPD
C 1.1898 -0.3852 1.9244
C -0.6747 1.2420 -2.1158
C -1.3793 1.1133 -0.7472
C 2.1605 -1.3558 1.2560
C -1.7857 -0.3676 -0.4990
H 3.0902 -1.3779 1.8465
H 1.8136 -2.3826 1.1623
H -2.5809 -0.6876 -1.1664
H 0.3146 -0.2414 1.2976
H 0.0917 2.0207 -2.1188
H -1.3804 1.4731 -2.9107
H 1.6836 0.5914 1.9699
H 2.4957 -0.9581 0.2985
H -2.0205 -0.4858 0.5600
H -2.3121 1.6530 -0.7807
H -0.0781 0.3506 -2.3043
H 0.9230 -0.6126 2.9562
H -0.8927 -0.9683 -0.6467
H -0.6581 1.3787 0.0183
```

## Properties
net charge = -1
2S+1 = 2


Version c
2 unconnected molecules or ions with the total composition C5H14. Source: the OMol25 dataset; level of theory: ωB97M-V/def2-TZVPD.

Structure (XYZ):
```
19
C5H14 | the OMol25 dataset | ωB97M-V/def2-TZVPD
C -0.0478 -1.2703 2.2372
C 1.6991 1.7301 -2.0124
C -1.5044 -1.0137 1.9536
C 1.4377 0.4368 -2.7658
C -1.7747 -0.0205 0.8371
H 1.3502 0.5934 -3.8396
H -2.8258 -0.0272 0.4733
H -1.7430 1.0605 0.9592
H 0.6083 -0.1215 -2.2846
H 2.4673 1.5688 -1.2502
H -1.2352 -0.2279 -0.0889
H -2.0423 -0.5030 2.7707
H 0.1184 -1.7067 3.2352
H 0.3652 -1.9545 1.4994
H 2.2469 -0.2953 -2.6069
H 0.8151 2.2848 -1.7131
H -2.0043 -1.9565 1.7057
H 0.5966 -0.3981 2.3626
H 2.3007 2.3844 -2.6690
```

## Properties
net charge = -1
2S+1 = 2


Relative calculated energies, zero for the most stable structure, unit kJ/mol: version a 5.4; version b 0.0; version c 34.7.


Version a
2 unconnected molecules or ions with the total composition C3H6ClN. Source: the OMol25 dataset; level of theory: ωB97M-V/def2-TZVPD.

Structure (XYZ):
```
11
C3H6ClN | the OMol25 dataset | ωB97M-V/def2-TZVPD
Cl -0.4807 3.0693 -0.3796
N 0.6836 -0.2483 -0.5177
C -0.0871 -1.1316 -0.1044
C -0.9010 2.1474 -1.6724
C 0.1440 -1.9895 1.0566
H -0.1933 2.0650 -2.5826
H 0.0058 -3.0238 0.8288
H 1.1665 -1.9201 1.4665
H -1.1444 -1.4673 -0.4479
H -0.3727 -1.6735 1.9323
H -1.7795 1.5399 -1.6288
```

## Properties
net charge = 0
2S+1 = 1


Version b
2 unconnected molecules or ions with the total composition C3H6ClN. Source: the OMol25 dataset; level of theory: ωB97M-V/def2-TZVPD.

Structure (XYZ):
```
11
C3H6ClN | the OMol25 dataset | ωB97M-V/def2-TZVPD
Cl 3.9673 -0.3278 -0.3282
N 2.7054 0.6292 0.3574
C 1.4673 0.3954 0.2708
C -0.7962 -1.0666 -0.1713
C -1.6092 0.2366 -0.0872
H -1.6016 0.9667 0.7059
H -1.2849 0.7849 -0.9414
H -0.3831 -1.5741 0.7097
H -0.6882 -1.2716 -1.1803
H 0.9420 1.1545 0.8543
H -2.7186 0.0729 -0.1897
```

## Properties
net charge = 0
2S+1 = 1


Version c
2 unconnected molecules or ions with the total composition C3H6ClN. Source: the OMol25 dataset; level of theory: ωB97M-V/def2-TZVPD.

Structure (XYZ):
```
11
C3H6ClN | the OMol25 dataset | ωB97M-V/def2-TZVPD
Cl -1.0333 -2.0902 2.3977
N -0.0123 0.2629 2.1642
C -0.7595 0.2292 -1.0263
C 0.1027 -0.7455 -0.8819
C -0.7320 -0.5386 2.9364
H 0.2784 1.1024 2.7308
H -0.3539 1.1974 -1.4679
H -0.2790 -1.7681 -0.5287
H -1.7755 0.2324 -0.6762
H 1.1458 -0.6806 -1.1407
H 0.5040 -0.0355 1.3683
```

## Properties
net charge = 0
2S+1 = 1


Relative calculated energies, zero for the most stable structure, unit kJ/mol: version a 128.6; version b 272.4; version c 0.0.


Version a
C3H6ClN in the gas phase. Source: the OMol25 dataset; level of theory: ωB97M-V/def2-TZVPD.

Structure (XYZ):
```
11
C3H6ClN | the OMol25 dataset | ωB97M-V/def2-TZVPD
Cl -2.7301 0.1978 0.0877
N 1.4345 -0.3214 -0.2039
C 0.6621 0.9246 -0.0947
C 0.1207 -0.3523 0.5901
C -1.0708 -0.7160 -0.2567
H -1.1820 -1.8353 -0.4603
H 2.1746 -0.2976 0.5159
H 0.2097 1.3367 -1.0183
H 1.1240 1.7442 0.4497
H 0.1711 -0.3579 1.6326
H -0.9138 -0.3228 -1.2420
```

## Properties
net charge = 0
SMILES = ClC[C@@H]1CN1
2S+1 = 1


Version b
2 unconnected molecules or ions with the total composition C3H6ClN. Source: the OMol25 dataset; level of theory: ωB97M-V/def2-TZVPD.

Structure (XYZ):
```
11
C3H6ClN | the OMol25 dataset | ωB97M-V/def2-TZVPD
Cl 4.4722 0.2536 0.8970
N -0.0325 0.5799 -0.0527
C -1.2322 0.5332 0.0548
C 3.0667 0.1528 -0.0589
C -2.2488 -0.5769 -0.0135
H -3.2258 -0.5505 0.4752
H 2.0714 0.0608 0.3030
H 3.2632 0.4992 -1.0558
H -1.8936 1.3469 0.4423
H -2.5470 -0.7852 -1.1276
H -1.6937 -1.5137 0.1362
```

## Properties
net charge = 0
2S+1 = 1


Relative calculated energies, zero for the most stable structure, unit kJ/mol: version a 0.0; version b 247.5.


Version a
2 unconnected molecules or ions with the total composition C4H12NO3. Source: the OMol25 dataset; level of theory: ωB97M-V/def2-TZVPD.

Structure (XYZ):
```
20
C4H12NO3 | the OMol25 dataset | ωB97M-V/def2-TZVPD
O -1.2957 0.4305 1.6541
O -1.2969 0.6064 -2.1439
O -0.3514 2.4327 1.5116
N 0.3377 -0.5621 -0.3277
C 0.7595 0.6713 0.3947
C 1.4984 -1.5560 -0.5647
C 0.9018 -2.8547 -0.9764
C -0.3567 1.2617 1.2100
H -1.8388 0.6043 -2.9244
H -0.4231 -1.0510 0.1484
H 0.0655 -2.7295 -1.6862
H 1.4082 0.4219 1.2481
H -0.0744 -0.3377 -1.2582
H -0.8028 1.4473 -2.1619
H 0.6553 -3.5376 -0.1726
H 1.4363 1.3497 -0.1181
H -1.9267 0.8342 2.2405
H 2.2735 -1.1190 -1.2311
H 1.5834 -3.4188 -1.6194
H 2.1145 -1.5227 0.3267
```

## Properties
net charge = +1
2S+1 = 1


Version b
2 unconnected molecules or ions with the total composition C4H12NO3. Source: the OMol25 dataset; level of theory: ωB97M-V/def2-TZVPD.

Structure (XYZ):
```
20
C4H12NO3 | the OMol25 dataset | ωB97M-V/def2-TZVPD
O -0.8494 2.3346 -1.6983
O 0.7982 -1.4095 2.2656
O 0.6864 -2.1052 -1.3327
N 1.5167 0.1474 0.2955
C -1.5892 1.6088 -0.7280
C 0.0812 0.2994 0.7553
C -0.8379 0.2959 -0.4530
C -0.1149 -0.9461 1.6582
H 0.4244 -1.9761 -2.2516
H 1.9120 1.0358 -0.0453
H -1.1405 -1.3324 1.6469
H 2.1115 -0.2198 1.0441
H -1.5519 -0.5156 -0.3767
H -1.4297 2.7039 -2.3718
H 1.0593 -2.9956 -1.3078
H -0.0196 1.2166 1.3320
H -0.2985 0.1170 -1.3763
H 1.4965 -0.5035 -0.5040
H -2.6243 1.4267 -1.0007
H -1.6046 2.2005 0.1866
```

## Properties
net charge = +1
2S+1 = 1


Version c
2 unconnected molecules or ions with the total composition C4H12NO3. Source: the OMol25 dataset; level of theory: ωB97M-V/def2-TZVPD.

Structure (XYZ):
```
20
C4H12NO3 | the OMol25 dataset | ωB97M-V/def2-TZVPD
O -1.4252 0.9930 1.1897
O -1.2744 1.4387 -1.0407
O -2.5738 -0.9210 -0.2019
N 0.3988 0.3185 -0.0004
C -0.9108 1.0157 0.0440
C 0.5366 -0.3719 -1.2898
C 1.3990 1.4802 -0.1411
C 0.6473 -0.5869 1.1526
H -0.2461 -1.2989 1.3089
H 2.4074 0.9801 -0.3943
H 1.5413 -0.5508 -1.3529
H 0.5859 0.0231 1.9754
H -2.5964 -0.6674 -1.1215
H -0.0845 -1.2419 -1.3399
H -2.4285 1.2571 1.2872
H 1.5711 -0.9952 1.0500
H 0.2350 0.3435 -2.1988
H -3.4817 -1.4581 -0.1783
H 1.4289 2.0074 0.7442
H 1.0110 2.1058 -1.0596
```

## Properties
net charge = +1
2S+1 = 1


Relative calculated energies, zero for the most stable structure, unit kJ/mol: version a 0.0; version b 45.0; version c 146.3.


Version a
3 unconnected molecules or ions with the total composition C4H10O3. Source: the OMol25 dataset; level of theory: ωB97M-V/def2-TZVPD.

Structure (XYZ):
```
17
C4H10O3 | the OMol25 dataset | ωB97M-V/def2-TZVPD
O 1.5000 -0.5748 1.8392
O 1.4648 0.8421 0.0962
O -1.1119 -0.4171 0.5433
C -1.0711 0.8480 0.4422
C 0.5250 -1.6292 -0.6961
C -1.7369 1.5281 -0.7338
C 1.6871 -0.3591 0.5078
H -1.7402 2.6125 -0.6142
H -0.5053 -1.7475 -0.9934
H 1.1032 -1.4439 1.9915
H 1.0874 -1.3087 -1.5668
H 0.3878 1.1845 0.4406
H -2.7646 1.1773 -0.8579
H -1.1978 1.2858 -1.6519
H 2.5443 -0.8786 0.0852
H -1.0963 1.4063 1.3967
H 0.9245 -2.5257 -0.2286
```

## Properties
net charge = 0
2S+1 = 1


Version b
2 unconnected molecules or ions with the total composition C4H10O3. Source: the OMol25 dataset; level of theory: ωB97M-V/def2-TZVPD.

Structure (XYZ):
```
17
C4H10O3 | the OMol25 dataset | ωB97M-V/def2-TZVPD
O -0.5325 -0.1588 1.4289
O 1.9522 -0.3219 0.2260
O -1.6858 1.3496 -0.4535
C -2.1385 0.0213 -0.2964
C 1.6395 -1.1998 -0.6972
C 2.0304 1.0396 -0.2554
C -1.0190 -0.8242 0.2784
H 0.4256 -0.2951 1.4824
H -2.4111 -0.3591 -1.2859
H -1.3110 1.5735 0.4124
H -3.0241 -0.0259 0.3534
H -0.2531 -0.8775 -0.5146
H 2.6435 1.0566 -1.1562
H 1.0162 1.3843 -0.4796
H 1.5321 -2.1422 -0.1061
H -1.3434 -1.8469 0.5160
H 2.4791 1.6265 0.5473
```

## Properties
net charge = 0
2S+1 = 1


Relative calculated energies, zero for the most stable structure, unit kJ/mol: version a 103.8; version b 0.0.


Version a
C4H10O3 in the gas phase. Source: the OMol25 dataset; level of theory: ωB97M-V/def2-TZVPD.

Structure (XYZ):
```
17
C4H10O3 | the OMol25 dataset | ωB97M-V/def2-TZVPD
O 1.4735 0.0764 0.4070
O -2.5765 0.7093 -0.6533
O -0.9931 0.3193 1.4385
C -2.0947 -0.5940 -0.4339
C 0.3884 -0.0591 -0.4872
C 2.6715 0.4569 -0.2230
C -0.7813 -0.5583 0.3439
H 3.4179 0.6065 0.5606
H -2.8210 -1.2042 0.1251
H 0.6259 -0.7756 -1.2899
H -1.9480 -1.0631 -1.4135
H 0.1390 0.9113 -0.9447
H 2.5506 1.3915 -0.7903
H -0.1178 0.6505 1.6885
H -0.5374 -1.5682 0.7085
H 3.0261 -0.3265 -0.9098
H -2.4651 1.1524 0.2029
```

## Properties
net charge = 0
SMILES = COC[C@@H](O)CO
2S+1 = 1


Version b
3 unconnected molecules or ions with the total composition C4H10O3. Source: the OMol25 dataset; level of theory: ωB97M-V/def2-TZVPD.

Structure (XYZ):
```
17
C4H10O3 | the OMol25 dataset | ωB97M-V/def2-TZVPD
O 2.6821 -0.3523 -0.6099
O 0.3735 -0.4451 -2.5640
O -1.3302 -0.3910 -0.3748
C -0.5954 -0.2160 0.7560
C 0.2420 -1.1392 1.2397
C -0.7792 1.0561 1.4656
C -1.6280 2.0213 1.1350
H 1.2077 -0.2628 -2.1104
H -0.7301 -0.4368 -1.1446
H 0.3954 -2.0506 0.6751
H 0.5029 -1.3427 -2.8998
H -0.2496 1.1835 2.4089
H 2.0679 -0.3001 0.1327
H -2.1768 2.0903 0.2151
H 0.7884 -0.9738 2.1653
H -1.6934 2.8887 1.7684
H 3.5777 -0.4398 -0.2577
```

## Properties
net charge = 0
SMILES = C=CC(=C)O.O.O
2S+1 = 1


Version c
2 unconnected molecules or ions with the total composition C4H10O3. Source: the OMol25 dataset; level of theory: ωB97M-V/def2-TZVPD.

Structure (XYZ):
```
17
C4H10O3 | the OMol25 dataset | ωB97M-V/def2-TZVPD
O 2.7604 -4.3888 1.4859
O 0.8783 0.3040 -2.2588
O -3.0401 -0.0946 1.3425
C -1.0059 0.6656 0.3974
C 0.9278 1.1267 -1.0855
C -0.3896 1.7022 -0.5669
C -2.4729 0.7818 0.7287
H 1.5967 1.9189 -1.3751
H 1.9553 -4.8605 1.2395
H 1.3087 0.6117 -0.2008
H 3.1413 -4.9699 2.1496
H -0.1555 2.5521 0.0924
H -0.5680 0.6223 1.3993
H -3.0434 1.7217 0.5968
H 0.0209 0.4927 -2.6531
H -0.8288 -0.3265 -0.0060
H -1.0851 2.1406 -1.2858
```

## Properties
net charge = 0
SMILES = O=CCCCO.O
2S+1 = 1


Version d
2 unconnected molecules or ions with the total composition C4H10O3. Source: the OMol25 dataset; level of theory: ωB97M-V/def2-TZVPD.

Structure (XYZ):
```
17
C4H10O3 | the OMol25 dataset | ωB97M-V/def2-TZVPD
O 0.6239 1.7192 -0.7461
O -0.3041 -0.3721 -1.0090
O -0.1318 1.1124 -1.6194
C 1.8470 -0.2782 -0.3455
C -1.1502 -0.2949 0.1277
C -2.6169 -0.3502 -0.2651
C 2.1001 0.2205 1.0147
H -0.8747 -1.1496 0.7582
H -2.8368 -1.2672 -0.8138
H 1.6021 -1.3230 -0.4632
H -3.2478 -0.3151 0.6266
H 1.1874 0.1849 1.6178
H 2.4685 1.2427 1.0178
H -2.8637 0.5023 -0.8982
H -0.9125 0.6202 0.6824
H 2.2963 0.1986 -1.2006
H 2.8133 -0.4504 1.5157
```

## Properties
net charge = 0
2S+1 = 1


Relative calculated energies, zero for the most stable structure, unit kJ/mol: version a 0.0; version b 18.9; version c 44.6; version d 755.3.